No. 1
Entry from the Open Molecules 2025 dataset: a single C3H5N3 molecule (the ωB97M-V functional and the def2-TZVPD basis).

## Properties
ΔE to the lowest compared entry with this formula, charge and spin: 0.770 eV
Maximum force: 0.27 eV/A
Net charge: 0
SMILES: Cc1cn[nH]n1
LUMO level: 1.169 eV

Bonds (Å) are listed after each position.
Positions of all 11 atoms, in Å:
1 C 0.31134 1.61163 -0.36819  C2 1.498, H7 1.094, H8 1.096, H9 1.094
2 C 0.01168 0.19462 0.01410  C1 1.498, N3 1.331, C6 1.409
3 N -0.46696 -0.14931 1.20748  C2 1.331, N4 1.324
4 N -0.59047 -1.46488 1.12769  N3 1.324, N5 1.317, H10 1.005
5 N -0.23450 -2.02356 -0.01024  N4 1.317, C6 1.328
6 C 0.15840 -0.98635 -0.73981  C2 1.409, N5 1.328, H11 1.080
7 H 1.13612 1.64588 -1.08664  C1 1.094
8 H -0.55284 2.09612 -0.83667  C1 1.096
9 H 0.59238 2.20149 0.50865  C1 1.094
10 H -0.90941 -1.99250 1.92156  N4 1.005
11 H 0.54426 -1.13315 -1.73794  C6 1.080

---

No. 2
Entry from the Open Molecules 2025 dataset: a single C4H7P molecule in a non-equilibrium geometry (the ωB97M-V functional and the def2-TZVPD basis).

## Properties
ΔE to the lowest compared entry with this formula, charge and spin: 3.481 eV
Maximum force: 2.45 eV/A
Net charge: 0
LUMO level (alpha / beta): -0.957 / 0.054 eV

Bonds (Å) are listed after each position.
Positions of all 12 atoms, in Å:
1 C 0.17944 0.26099 1.27342  C4 1.356, P5 1.790, H6 1.136
2 C -0.04566 0.73866 -1.73529  C3 1.529, H7 1.091, H8 1.055
3 C 0.02443 -0.65946 -1.12019  C2 1.529, C4 1.549, H9 1.144, H10 1.134
4 C 0.16958 -0.79006 0.41687  C1 1.356, C3 1.549, H11 1.146
5 P 0.43612 0.13691 3.04028  C1 1.790, H12 1.370
6 H -0.21533 1.25085 0.87866  C1 1.136
7 H -0.75069 0.94452 -2.54189  C2 1.091
8 H 0.58941 1.41944 -1.23931  C2 1.055
9 H -0.93652 -1.18521 -1.45056  C3 1.144
10 H 0.90119 -1.31171 -1.42454  C3 1.134
11 H 0.21193 -1.87524 0.78248  C4 1.146
12 H -0.56390 1.07030 3.12006  P5 1.370

---

No. 3
Entry from the Open Molecules 2025 dataset: a single C17H25N3O4S molecule in a non-equilibrium geometry (the ωB97M-V functional and the def2-TZVPD basis).

## Properties
ΔE to the lowest compared entry with this formula, charge and spin: 4.337 eV
Maximum force: 1.76 eV/A
Net charge: 0
SMILES: CCCC[C@H](CC)CNC(=O)CCS(=O)(=O)c1cccc2nonc12
LUMO level: -1.317 eV

Bonds (Å) are listed after each position.
Positions of all 50 atoms, in Å:
1 C 0.05077 -2.95964 0.28631  H2 1.087, C3 1.525, H49 1.088, H50 1.089
2 H -0.20059 -2.56368 -0.69416  C1 1.087
3 C -1.17904 -3.01369 1.18572  C1 1.525, C4 1.530, H47 1.093, H48 1.093
4 C -1.76132 -1.62597 1.46089  C3 1.530, C5 1.529, H45 1.090, H46 1.093
5 C -2.47893 -1.03850 0.24584  C4 1.529, H6 1.091, H7 1.092, C8 1.535
6 H -1.75572 -0.86699 -0.55277  C5 1.091
7 H -3.19709 -1.77646 -0.11822  C5 1.092
8 C -3.23699 0.26107 0.55051  C5 1.535, C9 1.532, C37 1.536, H44 1.096
9 C -2.30261 1.37590 1.03031  C8 1.532, N10 1.447, H35 1.094, H36 1.096
10 N -1.36393 1.75884 -0.00221  C9 1.447, C11 1.340, H34 1.009
11 C -0.72826 2.93881 0.01023  N10 1.340, O12 1.214, C13 1.535
12 O -0.99443 3.85679 0.75818  C11 1.214
13 C 0.38235 3.04440 -1.04420  C11 1.535, C14 1.519, H32 1.091, H33 1.092
14 C 1.67772 2.47030 -0.49570  C13 1.519, H15 1.086, H16 1.087, S17 1.821
15 H 1.95172 2.90354 0.46191  C14 1.086
16 H 2.49500 2.57665 -1.20516  C14 1.087
17 S 1.49479 0.67982 -0.21633  C14 1.821, O18 1.436, O19 1.445, C20 1.804
18 O 1.06963 0.40778 1.12755  S17 1.436
19 O 0.70050 0.10763 -1.27923  S17 1.445
20 C 3.15125 -0.01620 -0.37932  S17 1.804, C21 1.362, C28 1.405
21 C 3.33332 -1.23822 -0.95141  C20 1.362, C22 1.420, H31 1.079
22 C 4.60490 -1.86741 -1.00410  C21 1.420, C23 1.363, H30 1.079
23 C 5.72063 -1.28814 -0.47666  C22 1.363, C24 1.409, H29 1.077
24 C 5.56862 -0.01939 0.11811  C23 1.409, N25 1.320, C28 1.448
25 N 6.42839 0.80332 0.68949  C24 1.320, O26 1.323
26 O 5.73581 1.86784 1.06111  N25 1.323, N27 1.330
27 N 4.44266 1.79368 0.76097  O26 1.330, C28 1.320
28 C 4.27389 0.62610 0.16886  C20 1.405, C24 1.448, N27 1.320
29 H 6.68981 -1.75777 -0.50012  C23 1.077
30 H 4.67208 -2.83707 -1.47241  C22 1.079
31 H 2.47312 -1.73396 -1.37398  C21 1.079
32 H 0.09870 2.50217 -1.94746  C13 1.091
33 H 0.52638 4.09993 -1.28197  C13 1.092
34 H -0.98980 1.00697 -0.56207  N10 1.009
35 H -2.87353 2.27028 1.29491  C9 1.094
36 H -1.75438 1.05302 1.92215  C9 1.096
37 C -4.04018 0.74157 -0.66727  C8 1.536, C38 1.525, H42 1.092, H43 1.092
38 C -5.26955 -0.11204 -0.95841  C37 1.525, H39 1.087, H40 1.088, H41 1.088
39 H -4.99236 -1.12775 -1.22805  C38 1.087
40 H -5.91957 -0.15338 -0.08704  C38 1.088
41 H -5.83386 0.31308 -1.78536  C38 1.088
42 H -4.36633 1.76771 -0.48406  C37 1.092
43 H -3.39143 0.75561 -1.54509  C37 1.092
44 H -3.93848 0.06363 1.36942  C8 1.096
45 H -0.94480 -0.96996 1.76438  C4 1.090
46 H -2.47108 -1.69641 2.28951  C4 1.093
47 H -0.89509 -3.46914 2.13758  C3 1.093
48 H -1.94172 -3.65065 0.72994  C3 1.093
49 H 0.80320 -2.31007 0.72951  C1 1.088
50 H 0.47581 -3.95391 0.15939  C1 1.089

---

No. 4
Entry from the Open Molecules 2025 dataset: a 3-piece molecular cluster, C6H11N5O3 overall in a non-equilibrium geometry (the ωB97M-V functional and the def2-TZVPD basis).

## Properties
ΔE to the lowest compared entry with this formula, charge and spin: 0.940 eV
Maximum force: 4.66 eV/A
Net charge: 0
SMILES: Cc1cc(C)[nH]n1.O=[N+]([O-])O.N=C=N
LUMO level: 0.522 eV

Bonds (Å) are listed after each position.
Positions of all 25 atoms, in Å:
1 C 0.91316 -1.18912 1.77871  C2 1.373, C4 1.430, H15 1.024
2 C 1.41086 0.07085 1.55750  C1 1.373, C5 1.546, N9 1.314
3 C 0.99640 1.56408 -1.66680  N7 1.194, N10 1.237
4 C -0.40215 -1.28977 1.22571  C1 1.430, C6 1.540, N8 1.382
5 C 2.62510 0.86073 2.09838  C2 1.546, H16 1.049, H17 1.072, H18 1.031
6 C -1.44997 -2.41800 1.22940  C4 1.540, H19 1.128, H20 1.039, H21 1.082
7 N 1.17510 2.69728 -1.33745  C3 1.194, H22 1.031
8 N -0.46497 -0.06218 0.59505  C4 1.382, N9 1.341, H23 1.003
9 N 0.58089 0.75109 0.79979  C2 1.314, N8 1.341
10 N 0.81442 0.54743 -2.34818  C3 1.237, H24 0.933
11 N -2.84164 0.33784 -2.64528  O12 1.197, O13 1.353, O14 1.164
12 O -2.46504 0.61786 -1.54430  N11 1.197
13 O -1.85193 0.50437 -3.55295  N11 1.353, H25 0.982
14 O -3.85267 -0.07536 -3.04674  N11 1.164
15 H 1.36015 -1.84257 2.42805  C1 1.024
16 H 3.04406 1.39015 1.29602  C5 1.049
17 H 3.34438 0.33552 2.69543  C5 1.072
18 H 2.15095 1.56424 2.68372  C5 1.031
19 H -2.05057 -2.41828 0.27448  C6 1.128
20 H -1.96964 -2.31940 2.12329  C6 1.039
21 H -0.85199 -3.31307 1.33497  C6 1.082
22 H 0.69766 3.22369 -0.59064  N7 1.031
23 H -1.33234 0.15658 0.14168  N8 1.003
24 H 1.33983 -0.22124 -2.28594  N10 0.933
25 H -0.92002 0.52727 -3.24391  O13 0.982

---

No. 5
Entry from the Open Molecules 2025 dataset: a single C5H7NOS molecule in a non-equilibrium geometry (the ωB97M-V functional and the def2-TZVPD basis).

## Properties
ΔE to the lowest compared entry with this formula, charge and spin: 2.999 eV
Maximum force: 6.06 eV/A
Net charge: 0
SMILES: C=C1CCO/C1=N\S
LUMO level: 0.627 eV

Bonds (Å) are listed after each position.
Positions of all 15 atoms, in Å:
1 C 0.35330 0.15112 0.75390  C4 1.516, N13 1.282, O14 1.387
2 C 0.94864 0.15030 -1.40618  C3 1.443, H7 1.201, H8 1.169, O14 1.414
3 C -0.49195 0.11823 -1.48782  C2 1.443, C4 1.504, H9 1.031, H10 1.132
4 C -0.84720 -0.26064 -0.07597  C1 1.516, C3 1.504, C5 1.297
5 C -1.91639 -0.89378 0.29742  C4 1.297, H11 1.140, H12 1.160
6 H 1.66857 0.77319 3.96615  S15 1.360
7 H 1.49520 0.87475 -2.19284  C2 1.201
8 H 1.35208 -0.94274 -1.49515  C2 1.169
9 H -0.83445 -0.54655 -2.19763  C3 1.031
10 H -0.70052 1.23119 -1.47650  C3 1.132
11 H -2.43843 -1.31559 -0.62369  C5 1.140
12 H -2.30705 -1.00545 1.38423  C5 1.160
13 N 0.52953 0.17336 2.02401  C1 1.282, S15 1.638
14 O 1.39380 0.47597 -0.10409  C1 1.387, C2 1.414
15 S 1.79488 1.01664 2.63416  H6 1.360, N13 1.638

---

No. 6
Entry from the Open Molecules 2025 dataset: a single C6H12O molecule (the ωB97M-V functional and the def2-TZVPD basis).

## Properties
ΔE to the lowest compared entry with this formula, charge and spin: 0.501 eV
Maximum force: 0.25 eV/A
Net charge: 0
SMILES: CC[C@H]1CCCO1
LUMO level: 1.096 eV

Bonds (Å) are listed after each position.
Positions of all 19 atoms, in Å:
1 C 2.34161 -0.55995 0.00134  C2 1.528, H8 1.095, H9 1.095, H10 1.094
2 C 1.35171 0.39235 -0.66886  C1 1.528, C3 1.538, H11 1.098, H12 1.099
3 C 0.14956 0.69751 0.24097  C2 1.538, C4 1.551, O7 1.426, H13 1.096
4 C -1.13743 1.08950 -0.53043  C3 1.551, C5 1.543, H14 1.093, H15 1.095
5 C -2.09919 -0.08748 -0.26512  C4 1.543, C6 1.528, H16 1.094, H17 1.094
6 C -1.15846 -1.16373 0.27388  C5 1.528, O7 1.412, H18 1.093, H19 1.103
7 O -0.20668 -0.43977 1.02408  C3 1.426, C6 1.412
8 H 2.47966 -0.29501 1.05442  C1 1.095
9 H 1.97190 -1.59007 -0.01826  C1 1.095
10 H 3.31746 -0.53789 -0.49303  C1 1.094
11 H 1.84291 1.34356 -0.91295  C2 1.098
12 H 1.01688 -0.02539 -1.62845  C2 1.099
13 H 0.44530 1.46724 0.96291  C3 1.096
14 H -1.55320 2.03427 -0.16949  C4 1.093
15 H -0.93495 1.20944 -1.60028  C4 1.095
16 H -2.64757 -0.40567 -1.15617  C5 1.094
17 H -2.82648 0.17862 0.50817  C5 1.094
18 H -1.63282 -1.88875 0.94035  C6 1.093
19 H -0.67139 -1.71301 -0.54964  C6 1.103

---

Number 1 is which compound? C3H5N3